48
Properties=species:S:1:pos:R:3:forces:R:3 method="wB97M-V/def2-TZVPD" e_tot_ev=-32626.022 e_lumo_ev=-0.2 charge=0 de_lowest_ev=4.290 homo_energy_ev=-9.20
N 3.419 -0.711 -0.761 -1.8 -1.4 1.1
C 2.466 -0.991 0.367 2.6 -1.5 0.7
N 1.141 -0.641 0.337 -2.2 0.5 -1.8
N 2.862 -1.574 1.438 -4.4 1.1 -0.2
H 4.354 -1.193 -0.700 -1.6 1.2 0.5
H 3.428 0.285 -0.775 0.8 1.0 -0.6
H 0.753 -0.040 -0.457 0.8 -1.4 1.4
H 0.433 -1.384 0.665 1.9 1.7 -0.5
H 3.757 -1.854 1.453 4.0 -1.1 -0.2
H -4.218 0.369 2.265 -1.3 1.7 -2.8
H -4.220 1.597 1.168 0.6 0.1 0.3
O -4.698 0.818 1.450 0.7 -1.7 2.4
H 1.139 4.794 -0.761 1.7 0.6 1.0
H -0.055 3.993 -0.848 0.0 0.5 -0.7
O 0.423 4.693 -1.347 -1.7 -1.2 -0.1
H -3.468 -1.560 -0.629 -2.2 0.2 2.3
H -4.609 -0.741 0.028 -0.8 2.1 0.1
O -4.249 -1.595 0.056 3.2 -2.4 -2.0
H 4.106 2.121 0.712 4.5 -0.2 4.5
H 3.633 3.042 -0.526 0.8 0.2 0.7
O 3.563 2.285 0.053 -5.3 0.0 -5.2
H 0.405 -0.815 -3.096 0.3 0.6 -0.1
H 1.414 -0.772 -4.352 -0.5 0.1 0.7
O 0.843 -1.317 -3.789 0.1 -0.7 -0.3
H -0.218 -2.139 3.445 -0.7 1.1 -1.0
H -1.455 -1.345 3.602 -3.4 0.6 2.8
O -0.809 -1.472 2.995 4.2 -1.6 -1.9
H -3.694 -1.824 -2.256 1.8 2.5 -1.7
H -2.495 -1.058 -3.052 2.9 -1.2 -2.2
O -3.215 -0.934 -2.522 -4.8 -1.5 3.5
H -0.589 -3.132 -2.610 3.7 3.3 1.0
H -1.372 -4.224 -2.024 -0.1 -0.3 0.3
O -1.213 -3.728 -2.822 -3.6 -2.9 -1.4
H -1.356 2.752 1.617 0.3 -0.8 -1.5
H -0.834 1.466 1.360 3.6 -4.4 2.6
O -1.320 2.038 0.906 -3.9 5.1 -1.6
H 1.261 0.633 2.601 -0.3 0.1 0.8
H 0.332 0.693 3.870 -0.4 -0.9 0.0
O 1.078 1.102 3.448 0.8 0.3 -0.7
H 1.938 -3.246 -2.822 0.1 0.1 0.2
H 2.900 -2.767 -1.741 -0.1 0.3 0.0
O 2.389 -3.533 -2.014 -0.2 -0.2 -0.2
H 0.408 2.700 3.329 -0.6 1.2 -1.4
H -0.659 3.910 3.382 1.4 -0.8 -1.1
O -0.028 3.435 2.758 -0.8 0.1 2.6
H -1.568 0.044 -0.803 -1.2 -1.0 0.8
H -1.207 1.379 -1.281 0.7 -0.9 -0.1
O -0.896 0.440 -1.320 0.5 1.9 -1.1